A structure of composition C26H65N2O8Y at a distorted geometry. Source: OMol25; level of theory: the ωB97M-V functional and the def2-TZVPD basis.

Computed properties:
LUMO   -10.689 eV
ΔE to the lowest compared entry with this formula, charge and spin   130.3 kJ/mol

Geometry as ORCA input:
```
! RIJCOSX wB97M-V def2-TZVPD def2/J DEFGRID3
* xyz 2 1
Y -2.4702 -3.9407 3.1413
C -0.4583 -0.5747 0.5075
C -0.3361 -2.0030 1.0207
O -1.3791 -2.3806 1.9060
H -1.2542 -0.3965 -0.2102
H 0.4920 -0.3352 0.0194
H -0.5194 0.1107 1.3540
H 0.6357 -2.1078 1.5116
H -0.3248 -2.6545 0.1391
O -2.0872 -3.7913 -1.5518
H -1.4086 -3.1097 -1.4914
H -1.8684 -4.4218 -0.8592
O -0.7633 2.0921 3.1610
H 0.0556 2.3907 3.5703
H -1.0620 2.8575 2.6458
O -3.0415 0.4227 2.0907
H -2.3016 1.0372 2.1844
H -2.6465 -0.3426 1.6620
C 3.5053 -3.6795 -3.7035
C 2.2783 -3.5103 -2.7495
C 1.3052 -4.6385 -3.0690
C 1.7016 -5.9823 -2.4828
C 1.8526 -5.8537 -0.9718
C 2.8427 -4.7523 -0.5672
N 2.6035 -3.5226 -1.3246
O 3.5333 -2.5466 -0.9738
C 2.6688 -4.4410 0.9168
C 4.2739 -5.3121 -0.7319
C 1.6752 -2.1493 -3.0829
H 4.1883 -2.8641 -3.4537
H 3.1500 -3.6157 -4.7268
H 4.0882 -4.5861 -3.5605
H 0.3436 -4.3488 -2.6242
H 1.1829 -4.7425 -4.1450
H 2.6121 -6.4312 -2.8879
H 0.8835 -6.6709 -2.7043
H 2.1781 -6.8152 -0.5787
H 0.8391 -5.6058 -0.6188
H 3.3469 -3.6861 1.3111
H 1.6405 -4.1563 1.1608
H 2.8346 -5.3776 1.4564
H 4.3497 -6.3407 -0.3820
H 4.6672 -5.2705 -1.7448
H 4.9665 -4.7297 -0.1214
H 0.7527 -2.0100 -2.4977
H 1.4023 -2.0843 -4.1327
H 2.2943 -1.3111 -2.7667
H 3.0612 -1.8450 -0.5038
C -1.2121 7.0626 1.1609
C -1.8108 5.6566 1.3565
C -2.9916 5.4600 0.4161
C -2.6249 5.2310 -1.0364
C -1.6159 4.1021 -1.1696
C -0.4056 4.1198 -0.2325
N -0.7856 4.6504 1.0949
O 0.2151 4.5878 2.0449
C 0.0862 2.6859 -0.0082
C 0.7606 4.9450 -0.8014
C -2.3309 5.5335 2.7989
H -0.2828 7.2114 1.7140
H -1.8923 7.8554 1.4763
H -1.0576 7.2652 0.0993
H -3.5609 4.5728 0.7337
H -3.7437 6.2329 0.5897
H -2.2439 6.1853 -1.4159
H -3.4883 5.0100 -1.6623
H -1.2791 4.1665 -2.2111
H -2.0429 3.0959 -1.1597
H 0.7676 2.5624 0.8357
H -0.7421 2.0124 0.2003
H 0.6865 2.3732 -0.8670
H 1.6156 4.8657 -0.1246
H 1.0379 4.6816 -1.8201
H 0.5513 6.0178 -0.8360
H -2.7125 6.4963 3.1377
H -1.5165 5.2790 3.4753
H -3.1539 4.8259 2.8936
H 0.8572 5.2994 1.8648
C -4.2052 -1.1676 -0.6414
C -5.5243 -0.3980 -0.7729
C -6.6834 -1.1621 -0.1890
O -5.3853 0.8699 -0.0696
H -4.0166 -1.4066 0.4132
H -3.3573 -0.5561 -0.9593
H -4.2162 -2.0463 -1.2864
H -5.6181 -0.0763 -1.8138
H -6.5739 -1.2208 0.8973
H -6.5732 -2.2232 -0.4599
H -7.6762 -0.8669 -0.5096
H -4.5105 0.9255 0.3289
C 4.3336 0.3214 0.8751
C 3.9627 0.2195 2.3450
C 2.8219 1.1729 2.7287
O 3.5048 -1.1044 2.6144
H 5.1777 -0.3463 0.6863
H 4.6254 1.3314 0.5820
H 3.5444 0.0252 0.1736
H 4.8416 0.5238 2.9107
H 2.9096 1.3823 3.7980
H 1.8036 0.8255 2.5275
H 2.8863 2.1532 2.2452
H 2.5603 -1.1921 2.4879
*
```

---

A structure of composition C26H66F6N7O10PbS2 at a distorted geometry. Source: OMol25; level of theory: the ωB97M-V functional and the def2-TZVPD basis.

Computed properties:
LUMO (alpha / beta)   -5.364 / -9.346 eV
Expectation value of S²   0.7547

Geometry as ORCA input:
```
! RIJCOSX wB97M-V def2-TZVPD def2/J DEFGRID3
* xyz 2 2
Pb 1.8423 0.8519 -2.5183
C -0.4354 -2.7166 -2.1332
F -0.4354 -2.4010 -3.3639
F -1.5115 -2.3984 -1.4357
F -0.2818 -4.0537 -2.1384
S 1.0950 -2.0086 -1.0886
O 1.4759 -2.9547 -0.1022
O 2.1764 -1.7334 -2.0697
N 0.5561 -0.4130 -0.7309
S -0.0728 -0.7447 0.7066
O -0.9175 -1.9583 0.8961
O 0.9482 -0.5251 1.7095
C -1.3679 0.6991 0.8894
F -1.3986 1.1350 2.1398
F -0.9415 1.6733 0.0813
F -2.5242 0.3971 0.4609
C -3.1991 0.1528 5.1034
C -2.7742 -1.3655 4.8353
C -3.7549 -2.4639 5.2936
O -3.2475 -3.7736 5.1280
C -4.1486 -4.8587 5.1146
N -2.3567 -1.4435 3.4535
H -3.6145 0.1340 6.1110
H -4.0208 0.3389 4.4118
H -2.3059 0.7686 4.9979
H -1.8272 -1.5509 5.3422
H -4.6684 -2.5053 4.7003
H -3.9780 -2.2982 6.3476
H -3.6226 -5.8003 5.2719
H -4.6533 -4.8700 4.1485
H -4.9588 -4.8343 5.8434
H -2.9659 -1.0593 2.7453
H -2.0104 -2.3442 3.1555
C 5.7758 1.4609 -3.1869
C 5.0833 0.1015 -2.8582
C 4.9578 -0.1628 -1.3136
O 3.7257 0.5032 -0.8569
C 3.5418 0.5016 0.5029
N 3.9716 -0.1412 -3.7561
H 5.0746 2.2245 -2.8502
H 6.0441 1.6328 -4.2292
H 6.6542 1.6699 -2.5763
H 5.8005 -0.6504 -3.1875
H 5.7638 0.1665 -0.6577
H 4.8948 -1.2337 -1.1206
H 2.6730 1.1183 0.7332
H 4.3185 0.8618 1.1775
H 3.4270 -0.5495 0.7676
H 3.5944 -1.0738 -3.6655
H 4.2463 -0.2140 -4.7253
C -2.1561 4.0513 5.1657
C -0.9635 4.8315 4.5333
C 0.3957 4.1629 4.8894
O 0.4295 2.9016 4.2344
C 1.7164 2.3378 3.9136
N -1.0545 4.7739 3.1061
H -2.0137 2.9889 4.9680
H -3.1179 4.4152 4.8046
H -2.3411 4.1779 6.2324
H -0.8339 5.8896 4.7606
H 0.4801 4.0586 5.9711
H 1.2603 4.7025 4.5029
H 2.4113 2.4065 4.7507
H 2.1929 2.9302 3.1325
H 1.8086 1.3032 3.5832
H -0.1592 5.1215 2.7934
H -1.0629 3.7687 3.0075
C 2.0627 -6.2046 -0.9442
C 2.4845 -7.5417 -0.2993
C 2.5439 -8.7480 -1.2602
O 1.2156 -8.9368 -1.6643
C 0.8837 -10.2252 -2.0792
N 3.7193 -7.5006 0.4009
H 2.8388 -5.8643 -1.6297
H 1.7808 -5.4926 -0.1685
H 1.2877 -6.4583 -1.6675
H 1.7358 -7.8699 0.4217
H 3.0518 -9.6632 -0.9559
H 3.0931 -8.4574 -2.1557
H 1.1552 -11.0589 -1.4316
H 1.2987 -10.4755 -3.0556
H -0.1685 -10.4245 -2.2825
H 3.6887 -6.6988 1.0144
H 3.6469 -8.3688 0.9118
C -3.8232 8.0941 -1.5480
C -2.8675 7.2694 -0.7396
C -1.7610 6.6584 -1.6102
O -2.2827 5.5360 -2.3088
C -2.5142 4.2518 -1.6536
N -2.2079 8.2288 0.1565
H -3.3524 8.8648 -2.1584
H -4.6512 8.5145 -0.9772
H -4.3359 7.4239 -2.2379
H -3.3419 6.5491 -0.0731
H -0.8808 6.3660 -1.0377
H -1.3117 7.3126 -2.3574
H -2.8366 3.4568 -2.3260
H -3.3625 4.4565 -1.0004
H -1.6623 3.8624 -1.0962
H -1.8459 8.9471 -0.4544
H -1.2969 7.8457 0.3650
C -2.3332 1.3368 -4.1922
C -0.9042 1.0125 -3.8732
C -0.1498 0.5401 -5.1800
O 0.8977 -0.3451 -4.7131
C 1.2534 -1.3298 -5.6144
N -0.4036 2.2054 -3.1680
H -2.9102 0.5949 -4.7441
H -2.4151 2.3013 -4.6934
H -2.8930 1.4612 -3.2652
H -0.9704 0.1990 -3.1508
H 0.2899 1.3885 -5.7044
H -0.8505 0.0775 -5.8750
H 0.5073 -1.9260 -6.1397
H 2.0271 -1.9348 -5.1416
H 1.7796 -0.7512 -6.3736
H -1.0506 2.3588 -2.4078
H -0.4979 3.0496 -3.7144
*
```

---

A cluster of 5 separate species, C26H66N4O10 in total at a distorted geometry. Source: OMol25; level of theory: the ωB97M-V functional and the def2-TZVPD basis.

Computed properties:
LUMO   0.552 eV
ΔE to the lowest compared entry with this formula, charge and spin   1009.0 kJ/mol
SMILES   COCCNCCOC.COCCNCCOC.COCCNCCOC.COCCNCCOC.OCCO

Geometry as ORCA input:
```
! RIJCOSX wB97M-V def2-TZVPD def2/J DEFGRID3
* xyz 0 1
C -0.7676 2.6990 -1.8539
O 0.4834 2.0740 -2.2529
C 0.3684 0.7530 -2.7629
C 1.6284 0.6040 -3.6779
N 1.7514 -0.7640 -4.1869
C 2.7924 -0.8940 -5.1019
C 2.9624 -2.3080 -5.7619
O 3.8924 -2.2120 -6.7669
C 3.9504 -3.2090 -7.7299
H -1.5656 2.1240 -1.3779
H -1.1786 3.1930 -2.7799
H -0.5846 3.5210 -1.2209
H -0.5906 0.6860 -3.3369
H 0.2374 0.0940 -1.9489
H 2.4734 1.1050 -3.2349
H 1.3994 1.1510 -4.5579
H 0.7944 -0.9210 -4.6299
H 3.7694 -0.7340 -4.6029
H 2.7224 -0.2400 -5.9439
H 2.0754 -2.6230 -6.2569
H 3.0814 -3.0720 -5.0189
H 3.0184 -3.4470 -8.1699
H 4.1914 -4.1550 -7.2639
H 4.6164 -2.8530 -8.6679
C -2.0616 -2.1600 -2.9449
O -1.8406 -1.3820 -1.8679
C -2.7086 -0.3630 -1.5209
C -3.9096 -1.0140 -0.9309
N -4.8636 -0.1210 -0.4439
C -4.9806 0.2570 0.9931
C -5.8336 -0.8730 1.6261
O -6.2306 -0.5870 2.9811
C -7.4106 0.2490 2.9831
H -2.6626 -3.0670 -2.8289
H -1.1476 -2.3530 -3.4779
H -2.6256 -1.5820 -3.6779
H -2.8356 0.3660 -2.2729
H -2.3376 0.2130 -0.7729
H -3.7356 -1.7730 -0.1869
H -4.5386 -1.3740 -1.7199
H -5.7446 -0.2390 -0.9299
H -5.5306 1.2340 0.8711
H -4.0606 0.5290 1.5721
H -5.2736 -1.8060 1.6281
H -6.7406 -1.2080 1.0571
H -8.1986 -0.1050 2.3071
H -7.2086 1.2150 2.5231
H -7.8556 0.3480 3.9771
C 0.5624 5.0030 6.3221
O 0.2544 3.6510 6.0511
C 0.2244 3.3690 4.7051
C -0.5226 2.0490 4.5431
N -0.4406 1.4370 3.1761
C -1.3576 0.3660 3.0081
C -0.9636 -0.5390 1.7841
O -2.1716 -1.3170 1.4231
C -2.3326 -2.3430 2.3871
H 1.4874 5.3120 5.9051
H 0.8644 5.1950 7.2791
H -0.2696 5.7010 5.9971
H 1.2924 3.1620 4.3201
H -0.2516 4.0420 4.0181
H -1.5896 2.2890 4.7571
H -0.2506 1.3150 5.3691
H -0.3236 2.0310 2.3711
H -2.3076 0.8180 2.6971
H -1.4366 -0.2110 3.9241
H 0.0004 -1.1260 1.8761
H -0.8756 0.0310 0.8511
H -1.3246 -2.7600 2.5641
H -3.0516 -3.0690 1.9781
H -2.5456 -2.0190 3.3821
C 5.2344 -3.3300 1.2961
O 5.8014 -2.0260 1.2181
C 5.0024 -0.9910 1.8811
C 3.7974 -0.5530 1.0091
N 3.3444 0.7600 1.4621
C 2.2324 1.3740 0.7271
C 2.0254 2.8000 1.1401
O 0.8044 3.3660 0.6381
C 0.6244 4.7720 0.9821
H 4.8324 -3.3550 2.2781
H 5.9954 -4.1300 1.1801
H 4.3024 -3.3870 0.6341
H 5.6394 -0.1440 2.0431
H 4.6964 -1.2580 2.9201
H 2.9124 -1.1540 1.4621
H 3.8904 -0.6820 -0.0709
H 2.9364 0.5690 2.4221
H 1.2334 0.9620 0.9581
H 2.4274 1.3500 -0.3669
H 2.8304 3.4690 0.7721
H 1.9214 3.0080 2.2091
H -0.3666 5.0890 0.6871
H 1.3314 5.4700 0.4451
H 0.7644 5.2070 1.9511
O 2.6854 -1.9210 -1.6919
C 1.5594 -2.7010 -1.6649
C 1.0624 -2.5520 -0.2399
O -0.2726 -2.8740 -0.2469
H 2.5484 -1.2580 -2.3159
H 0.7834 -2.3500 -2.3269
H 1.7424 -3.7060 -1.7069
H 1.1304 -1.5060 0.1611
H 1.5554 -3.3470 0.4001
H -0.8686 -2.3290 -0.7689
*
```

---

A cluster of 7 separate species, C26H67ClFNO20S6Si in total at a distorted geometry. Source: OMol25; level of theory: the ωB97M-V functional and the def2-TZVPD basis.

Computed properties:
LUMO   0.300 eV
SMILES   CC[C@@H](F)[Si@H](Cl)OCCNC[C@@H](C)O.CCOS(C)(=O)=O.CCOS(C)(=O)=O.CCOS(C)(=O)=O.CCOS(C)(=O)=O.CCOS(C)(=O)=O.CCOS(C)(=O)=O

Geometry as ORCA input:
```
! RIJCOSX wB97M-V def2-TZVPD def2/J DEFGRID3
* xyz 0 1
C -0.0768 -2.0482 -2.6197
C 1.0993 -1.9597 -3.6710
C 1.9509 -3.2614 -3.7232
F 2.7199 -3.2110 -4.9043
Si 3.1121 -3.5343 -2.2197
Cl 2.1521 -3.3452 -0.3570
O 4.4637 -2.5141 -2.4310
C 4.8151 -1.7456 -1.2648
C 5.7699 -0.5708 -1.7561
N 5.1201 0.7413 -1.7794
C 3.8761 0.7423 -2.5672
C 3.7216 1.9861 -3.4924
C 4.0333 3.3457 -2.7969
O 4.5738 1.7974 -4.6368
H -0.9231 -1.4774 -3.0622
H 0.2056 -1.5587 -1.6740
H -0.4433 -3.0834 -2.4748
H 0.6043 -1.8552 -4.6625
H 1.7090 -1.0411 -3.5419
H 1.2722 -4.1430 -3.7992
H 3.5998 -4.9196 -2.3261
H 5.4059 -2.3829 -0.5745
H 3.9578 -1.2629 -0.7569
H 6.6380 -0.5496 -1.0593
H 6.1875 -0.8604 -2.7453
H 4.9709 1.0789 -0.8380
H 3.7740 -0.1608 -3.2069
H 3.0230 0.7695 -1.8386
H 2.6848 1.9502 -3.8966
H 3.5764 3.3128 -1.7817
H 5.1370 3.4251 -2.7187
H 3.6256 4.1769 -3.4042
H 5.4328 1.5719 -4.2650
C 1.0617 -8.8305 -6.6847
C 0.6131 -7.4109 -6.9776
O -0.8164 -7.2976 -7.0108
S -1.6075 -7.2454 -5.6118
C -3.1594 -6.7015 -6.2560
O -1.0476 -6.1992 -4.7985
O -1.7592 -8.5836 -5.1127
H 0.8043 -9.1218 -5.6655
H 2.1428 -8.9212 -6.8002
H 0.5714 -9.5361 -7.3569
H 1.0365 -6.7054 -6.2587
H 0.9676 -7.1155 -7.9653
H -3.0341 -5.7097 -6.6837
H -3.8672 -6.6692 -5.4293
H -3.4948 -7.4117 -7.0086
C -2.4493 2.6856 2.4438
C -1.0714 2.7015 1.8099
O -0.4098 1.4359 1.9525
S -0.8318 0.2351 0.9684
C 0.5364 -0.8232 1.3284
O -0.7289 0.6924 -0.3902
O -2.0319 -0.3761 1.4657
H -3.1247 2.0305 1.8956
H -2.8815 3.6869 2.4504
H -2.3983 2.3141 3.4691
H -1.1223 2.9956 0.7589
H -0.4478 3.4370 2.3187
H 1.4538 -0.3365 1.0045
H 0.3905 -1.7529 0.7835
H 0.5559 -1.0178 2.3987
C -2.4767 8.3725 5.9116
C -1.0946 8.3773 5.2855
O -0.4317 7.1174 5.4441
S -0.8560 5.9079 4.4694
C 0.5090 4.8447 4.8272
O -0.7514 6.3522 3.1061
O -2.0548 5.3019 4.9774
H -3.1516 7.7097 5.3686
H -2.9053 9.3759 5.9006
H -2.4318 8.0159 6.9417
H -1.1394 8.6561 4.2299
H -0.4719 9.1180 5.7884
H 1.4250 5.3257 4.4949
H 0.3568 3.9123 4.2867
H 0.5368 4.6534 5.8973
C 5.9403 0.8181 4.9510
C 6.1824 2.2592 5.3595
O 5.9322 3.1702 4.2810
S 4.4046 3.5375 3.9360
C 4.7450 4.9241 2.8951
O 3.7553 4.0018 5.1315
O 3.8428 2.4877 3.1329
H 4.8815 0.6355 4.7630
H 6.2670 0.1373 5.7383
H 6.4781 0.5829 4.0313
H 5.5854 2.5282 6.2341
H 7.2301 2.3870 5.6329
H 5.2216 5.7006 3.4886
H 3.7958 5.2813 2.4986
H 5.3920 4.6024 2.0819
C -6.8335 6.0630 0.6134
C -7.0889 4.9793 1.6442
O -7.5802 3.7749 1.0433
S -6.5226 2.8098 0.3066
C -7.5744 1.3970 0.1685
O -5.4545 2.5121 1.2191
O -6.2644 3.3229 -1.0092
H -5.9996 5.7974 -0.0374
H -6.5935 7.0080 1.1032
H -7.7088 6.2039 -0.0226
H -6.1919 4.7748 2.2338
H -7.8611 5.3140 2.3378
H -7.8166 1.0403 1.1667
H -7.0299 0.6331 -0.3834
H -8.4740 1.6806 -0.3736
C -4.4058 -5.1887 1.8429
C -2.9417 -5.5751 1.9359
O -2.5234 -6.3612 0.8130
S -2.2234 -5.6008 -0.5743
C -1.3894 -6.9292 -1.3839
O -1.2820 -4.5435 -0.3311
O -3.4687 -5.3564 -1.2471
H -4.5761 -4.4906 1.0225
H -4.7352 -4.7119 2.7673
H -5.0249 -6.0674 1.6551
H -2.3064 -4.6926 2.0437
H -2.7861 -6.1946 2.8200
H -0.4727 -7.1535 -0.8432
H -1.1589 -6.6067 -2.3991
H -2.0473 -7.7954 -1.4087
*
```

---

M
In order: 622.718; 1022.175; 594.832; 988.748
Unit: g mol⁻¹
Calculated total energy
In order: -48396.2564; -102137.1905; -54455.6221; -158616.8190
Unit: eV